No. 1
The following is a DFT calculation (ωB97M-V with the def2-TZVPD basis set) of 7 unconnected molecules or ions with the total composition C19H47NO9S6 at a distorted geometry.

Each line ends with the Löwdin charge.
Cartesian coordinates (Å):
1 C -8.42426 -0.71619 0.12502  0.0940
2 C -7.29818 -0.33850 0.01784  -0.1743
3 C -5.87214 -0.08781 -0.19072  -0.1905
4 C -5.29876 -1.25635 -1.03919  -0.1391
5 C -5.26877 -2.51603 -0.20451  -0.1545
6 O -3.99773 -2.62482 0.52172  -0.0002
7 C -4.18207 -3.49707 1.54990  -0.5944
8 O -4.51081 -4.63339 1.38048  0.1715
9 O -3.95536 -2.95684 2.77634  0.0253
10 C -5.16964 -2.44299 3.33569  -0.2530
11 N -4.76653 -1.58940 4.44201  0.0357
12 H -9.31846 -1.26506 -0.02024  0.0290
13 H -5.34285 -0.00559 0.76053  0.1090
14 H -5.75727 0.83795 -0.75680  0.1143
15 H -4.33999 -0.99847 -1.48521  0.1250
16 H -6.04070 -1.42641 -1.82286  0.1152
17 H -5.35691 -3.41901 -0.81464  0.1321
18 H -6.07809 -2.57693 0.52439  0.1136
19 H -5.79188 -3.25537 3.71865  0.1355
20 H -5.71869 -1.86875 2.57613  0.1141
21 H -4.07525 -0.93083 4.10225  0.0733
22 H -5.60389 -1.08883 4.71980  0.0754
23 C -10.92456 0.50055 -3.13398  -0.2708
24 S -9.29534 0.18316 -3.82923  0.8147
25 O -8.31658 0.28099 -2.71579  -0.5527
26 C -9.19317 1.71451 -4.76868  -0.2727
27 H -11.17690 -0.32475 -2.47116  0.0456
28 H -10.90937 1.43218 -2.56785  0.0594
29 H -11.65784 0.55730 -3.93867  0.0520
30 H -9.29173 2.56690 -4.09609  0.0580
31 H -9.98137 1.73260 -5.52173  0.0519
32 H -8.22222 1.74637 -5.25882  0.0490
33 C -0.96640 -4.42370 -0.15190  -0.2587
34 S -0.27427 -2.80933 -0.53836  0.7800
35 O -0.36551 -2.62883 -2.01230  -0.5508
36 C 1.42677 -3.23929 -0.15449  -0.2705
37 H -2.03437 -4.39323 -0.36050  0.0367
38 H -0.49333 -5.18563 -0.77212  0.0589
39 H -0.80815 -4.64264 0.90467  0.0610
40 H 1.74300 -4.07845 -0.77578  0.0593
41 H 1.50673 -3.49559 0.90160  0.0615
42 H 2.04794 -2.37254 -0.36463  0.0183
43 C -0.49361 1.04054 1.72424  -0.2635
44 S 1.04955 0.39865 1.06130  0.7787
45 O 1.60137 -0.56183 2.05877  -0.5511
46 C 1.97689 1.93352 1.22090  -0.2618
47 H -1.21610 0.22599 1.75138  0.0436
48 H -0.33070 1.42029 2.73331  0.0578
49 H -0.86355 1.83396 1.07479  0.0536
50 H 1.98080 2.25851 2.26263  0.0570
51 H 1.52182 2.69809 0.58997  0.0595
52 H 3.00232 1.75756 0.89152  0.0072
53 C 4.83811 -1.14819 0.00593  -0.2583
54 S 5.60581 0.26362 0.80703  0.8317
55 O 5.02644 1.49764 0.19007  -0.5709
56 C 7.23481 0.02162 0.09431  -0.2586
57 H 3.78717 -1.16506 0.29047  0.0150
58 H 4.92503 -1.05236 -1.07743  0.0640
59 H 5.32263 -2.06339 0.34556  0.0608
60 H 7.17170 0.04268 -0.99370  0.0442
61 H 7.63818 -0.93348 0.42971  0.0593
62 H 7.88337 0.82645 0.43446  0.0526
63 C 5.13333 4.07136 2.43751  -0.2687
64 S 6.50032 3.97688 3.60546  0.7985
65 O 6.63411 2.55702 4.02075  -0.5539
66 C 5.66207 4.85033 4.93805  -0.2775
67 H 5.41871 3.54496 1.52745  0.0265
68 H 4.24721 3.59961 2.86338  0.0495
69 H 4.92787 5.11695 2.20353  0.0540
70 H 4.74368 4.32543 5.20247  0.0561
71 H 5.43842 5.86879 4.61965  0.0494
72 H 6.32794 4.87681 5.79845  0.0468
73 C 10.83519 0.81684 -3.99984  -0.2750
74 S 10.08853 2.04580 -2.91848  0.8036
75 O 10.09545 1.48638 -1.54068  -0.5551
76 C 8.41716 1.86604 -3.56041  -0.2738
77 H 11.88888 0.73376 -3.74144  0.0490
78 H 10.34640 -0.14709 -3.85610  0.0571
79 H 10.73931 1.13961 -5.03673  0.0519
80 H 8.08674 0.83324 -3.44577  0.0506
81 H 8.39893 2.15461 -4.61153  0.0519
82 H 7.76259 2.52397 -2.99167  0.0516

The net charge is 0. The HOMO energy comes out at -0.31316 Ha. The spin multiplicity is 1.


No. 2
The following is a DFT calculation (ωB97M-V with the def2-TZVPD basis set) of a molecular structure, C17H26N3 at a distorted geometry.

Each line ends with the Löwdin charge.
Cartesian coordinates (Å):
1 C -3.18902 4.53968 -4.02529  -0.0904
2 C -2.88809 4.17563 -2.70743  -0.3546
3 C -1.63097 3.44430 -2.55688  -0.2673
4 C -1.50297 1.94643 -3.10911  -0.2104
5 C -2.15804 0.83220 -2.34078  -0.1280
6 C -1.18523 0.05245 -1.29746  -0.2625
7 H -0.40187 -0.40983 -1.90156  0.1186
8 C -0.56144 0.74042 -0.30956  -0.1924
9 N 0.30623 -0.11691 0.53359  0.0034
10 C -0.09493 -0.60350 1.59774  -0.2303
11 N -1.36141 -0.61899 2.33488  0.0865
12 C -1.69539 -1.57244 3.33442  -0.2483
13 H -2.40472 -2.05539 2.72377  0.1058
14 H -2.04871 -0.73568 4.12927  0.1835
15 C -0.56781 -2.48788 3.70991  -0.1518
16 H -0.89568 -3.23214 4.26877  0.0654
17 H 0.15838 -1.85143 4.50025  0.1808
18 C 0.52163 -2.72662 2.69352  -0.1498
19 N 0.88115 -1.48793 2.14652  -0.0100
20 C 2.00486 -1.42590 1.17974  -0.0478
21 C 3.14571 -2.30088 0.90529  -0.0404
22 C 3.93638 -1.92296 -0.01350  -0.0920
23 C 3.40562 -1.00246 -1.06484  -0.0619
24 C 2.34984 -0.23361 -0.85075  -0.0257
25 C 1.31552 -0.75149 0.10623  -0.1460
26 H 1.91733 0.43488 -1.79353  0.1639
27 H 4.21425 -0.86548 -2.16534  0.2209
28 H 4.65867 -2.50692 -0.32025  0.0631
29 H 3.59497 -2.87844 1.75097  0.1469
30 H 1.50020 -0.95873 2.98395  0.2990
31 H 1.09373 -3.47715 3.05112  0.1030
32 H -0.10621 -3.34665 1.76001  0.2328
33 H -1.23147 1.39167 0.42514  0.1823
34 H 0.23751 1.55407 -0.83154  0.1781
35 H -1.82938 -0.71502 -0.79451  0.1407
36 H -3.07190 1.51736 -1.35384  0.2058
37 H -2.92332 0.15409 -2.85616  0.1175
38 H -0.37996 1.79235 -3.04521  0.1222
39 H -1.98595 1.94549 -3.97745  0.0385
40 H -0.74735 3.93650 -2.86437  0.0784
41 H -1.07784 3.53271 -1.46529  0.1495
42 H -3.51143 3.54887 -1.92281  0.1427
43 H -2.68013 4.95685 -1.96752  0.1174
44 H -3.98088 4.99622 -4.09115  -0.0280
45 H -3.36523 3.43079 -4.58648  0.1618
46 H -2.44716 5.14591 -4.63246  0.1289

The net charge is +1. The HOMO energy comes out at -0.42332 Ha. The spin multiplicity is 1.


No. 3
The following is a DFT calculation (ωB97M-V with the def2-TZVPD basis set) of a molecular structure, C8H9N2O5SSc at a distorted geometry.

Each line ends with the Löwdin charge.
Cartesian coordinates (Å):
1 O -1.19533 -3.33314 -2.62206  0.1524
2 C -1.40442 -2.23003 -2.43855  0.0722
3 Sc -0.69702 0.83748 -1.62097  0.5066
4 O 1.77213 -1.44384 -1.13843  0.2016
5 C 0.81284 -0.80184 -1.29009  -0.0749
6 C 1.11674 1.86438 -1.85664  -0.0333
7 O 2.19985 2.26133 -1.98117  0.2237
8 C -0.71763 0.87461 -4.02545  -0.2393
9 O -0.77367 1.34377 -5.14763  0.2159
10 C 0.46788 -0.10010 -3.63234  -0.2103
11 O 1.18794 -0.80118 -4.27789  0.2507
12 H -1.63823 1.00073 -3.16092  0.1308
13 C -1.02921 -1.02512 3.26029  -0.0201
14 N -1.07504 -0.62232 1.84849  -0.0108
15 C -0.66484 0.61429 1.44734  -0.7527
16 S -1.72909 1.57796 0.44191  0.7291
17 N 0.50273 1.14149 1.83932  0.0107
18 C 1.56634 0.42032 2.54567  -0.0272
19 H -0.00520 -1.10642 3.60018  0.0679
20 H -1.49589 -2.01277 3.31847  0.1126
21 H -1.59155 -0.34650 3.90624  0.1154
22 H -1.91158 -0.91889 1.37683  0.1194
23 H 0.72937 2.04181 1.43522  0.1361
24 H 1.66828 -0.61334 2.19054  0.1043
25 H 2.51267 0.94241 2.35237  0.1119
26 H 1.39193 0.43493 3.62928  0.1072

The net charge is +2. The HOMO energy (spin up / spin down) comes out at -0.61442 / -0.59003 Ha. The spin multiplicity is 1.


Results for electronic energy: -3872.89522, -826.85680, -1954.11820 (in Eh, following the order of the records).